This record from the Open Molecules 2025 dataset describes a 10-piece molecular cluster, C59H76F2N2O33S3 overall. The level of theory is the ωB97M-V functional and the def2-TZVPD basis.

Cartesian coordinates (Å):
C: 5.155096 8.401904 2.258965
C: 4.110091 7.910947 2.011702
C: 2.823840 7.371159 1.686865
C: 2.914611 5.897850 1.329732
C: 3.356205 5.706734 -0.114766
C: 3.366675 4.250759 -0.446799
C: 4.481929 3.453213 -0.218941
C: 5.691235 4.109204 0.409428
C: 6.754373 4.580688 -0.598280
C: 8.115833 4.057980 -0.222399
F: 9.122349 4.803215 -0.780844
C: 4.428275 2.103075 -0.546594
C: 5.658775 1.290442 -0.268444
C: 5.580003 0.240579 0.847760
C: 4.755986 0.741789 1.994314
N: 3.436725 0.403113 2.104670
O: 5.281040 1.474357 2.809942
C: 3.277624 1.538836 -1.090938
C: 3.245088 0.064987 -1.410526
C: 4.305856 -0.378255 -2.416170
C: 3.928489 -1.551521 -3.311433
S: 4.467848 -3.044152 -2.553068
O: 4.081755 -4.187351 -3.313461
O: 5.872585 -2.899374 -2.311334
O: 3.710508 -3.118113 -1.185172
C: 2.175646 2.335030 -1.302188
C: 2.239499 3.668480 -0.980411
S: 0.800534 4.647667 -1.244559
C: -0.364378 3.480535 -0.661739
C: -0.172267 2.186250 -1.046005
C: -1.068008 1.221953 -0.627977
C: -2.132193 1.531191 0.200796
C: -3.062355 0.435560 0.679248
F: -3.529164 0.763526 1.949380
C: -2.534106 -0.968528 0.824381
C: -1.331682 -1.111448 1.729356
C: -2.315656 2.864116 0.571878
C: -3.477823 3.294979 1.420255
O: -4.702592 2.796292 0.854702
C: -5.782984 2.887682 1.676885
C: -5.811308 2.092152 2.928647
O: -6.695403 3.596835 1.363110
C: -1.425117 3.829177 0.141956
S: -1.542872 5.541365 0.581237
N: 0.955398 1.866077 -1.848650
H: 6.098781 8.855319 2.360653
H: 2.191311 7.520391 2.552564
H: 2.385718 7.916982 0.864964
H: 1.946976 5.437756 1.467264
H: 3.583739 5.387367 2.005054
H: 4.342496 6.119620 -0.231790
H: 2.686216 6.271156 -0.738169
H: 5.357985 4.952674 0.977481
H: 6.098936 3.433759 1.140903
H: 6.500279 4.321649 -1.613685
H: 6.840397 5.651676 -0.491453
H: 8.208380 4.073223 0.852866
H: 8.204964 3.019990 -0.519855
H: 6.437368 1.940905 0.050556
H: 6.018806 0.836270 -1.171614
H: 6.577390 0.161326 1.245479
H: 5.321727 -0.742122 0.490593
H: 2.909704 1.167322 2.503490
H: 2.997886 0.136487 1.237112
H: 3.413999 -0.473601 -0.494556
H: 2.280033 -0.265922 -1.762305
H: 4.613101 0.443006 -3.040233
H: 5.135703 -0.749106 -1.845957
H: 4.506547 -1.514240 -4.216633
H: 2.876585 -1.627267 -3.538361
H: 4.255126 -2.762174 -0.460534
H: -0.899974 0.223983 -0.972642
H: -3.915443 0.389102 0.015905
H: -2.363255 -1.393947 -0.148887
H: -3.350997 -1.527572 1.247374
H: -0.463158 -0.567353 1.384058
H: -1.045654 -2.148569 1.762133
H: -1.541105 -0.802348 2.741776
H: -3.562080 4.364791 1.457175
H: -3.325623 2.949277 2.430509
H: -6.630927 2.420994 3.530881
H: -5.969848 1.051184 2.711906
H: -4.919939 2.209744 3.517082
H: -2.773557 5.797509 0.136379
H: 0.956613 0.863437 -1.937353
O: -0.908303 -4.849004 -6.310541
C: 0.007724 -5.463795 -5.860443
O: 0.868585 -4.974079 -4.946757
C: 1.676883 -6.059542 -4.462695
C: 1.592740 -7.048449 -5.606612
O: 0.314982 -6.737327 -6.185002
H: 2.684627 -5.727249 -4.248197
H: 1.231307 -6.447951 -3.552962
H: 2.366272 -6.887094 -6.359246
H: 1.622506 -8.084696 -5.281849
O: -5.607821 1.675477 6.685045
C: -6.666049 1.164081 6.527101
O: -7.269664 0.999453 5.330134
C: -8.408396 0.148651 5.510789
C: -8.724178 0.346502 6.981158
O: -7.436331 0.665269 7.525915
H: -9.217433 0.450541 4.852166
H: -8.120134 -0.876969 5.277190
H: -9.397489 1.186335 7.156998
H: -9.130010 -0.541418 7.456813
O: -5.688482 -1.014082 12.813502
C: -5.630389 -0.090467 12.071079
O: -4.635837 0.123397 11.179156
C: -5.032097 1.197679 10.314518
C: -6.040301 1.940882 11.164785
O: -6.558247 0.896598 11.997853
H: -4.175405 1.806207 10.040633
H: -5.472916 0.780647 9.409889
H: -5.577845 2.700423 11.797427
H: -6.833438 2.400937 10.582402
O: -4.262211 -3.403767 -0.450364
C: -3.513245 -4.241673 -0.076036
O: -2.455534 -4.024600 0.760618
C: -1.954147 -5.305368 1.166113
C: -2.419907 -6.216950 0.044217
O: -3.599591 -5.549519 -0.406363
H: -0.872822 -5.272546 1.275424
H: -2.403062 -5.566555 2.126543
H: -1.709515 -6.272588 -0.778426
H: -2.654597 -7.222339 0.376345
O: -2.487036 -8.396241 -1.973040
C: -2.949533 -9.455177 -1.692268
O: -4.103769 -9.631222 -1.018191
C: -4.452181 -11.020912 -1.072937
C: -3.104253 -11.675954 -1.311350
O: -2.388558 -10.644724 -2.004642
H: -4.926071 -11.332416 -0.147077
H: -5.146006 -11.175330 -1.899714
H: -2.579385 -11.903830 -0.382685
H: -3.161841 -12.574810 -1.917644
O: 2.389716 8.632873 -1.586816
C: 3.500060 8.893923 -1.915760
O: 4.614959 8.439569 -1.294552
C: 5.745182 8.772345 -2.107954
C: 5.228993 9.951916 -2.909457
O: 3.824184 9.686972 -2.962889
H: 6.601687 9.017252 -1.486087
H: 5.991927 7.913580 -2.734683
H: 5.388215 10.904036 -2.401040
H: 5.645484 10.008455 -3.910985
O: 4.389143 -2.513209 1.713262
C: 5.120797 -3.361089 2.125648
O: 5.344368 -3.617977 3.422997
C: 6.099418 -4.834388 3.517338
C: 6.774607 -4.896361 2.158942
O: 5.841326 -4.183351 1.334733
H: 6.799105 -4.784850 4.345751
H: 5.408791 -5.662391 3.680831
H: 7.730353 -4.372298 2.140325
H: 6.915626 -5.907549 1.790090
O: -5.358150 -0.735983 -9.267484
C: -4.582554 -1.593837 -8.991578
O: -4.466678 -2.772698 -9.641460
C: -3.292075 -3.444902 -9.152961
C: -3.119093 -2.822911 -7.783520
O: -3.702544 -1.525354 -7.968788
H: -3.446401 -4.518607 -9.120254
H: -2.459699 -3.224014 -9.822302
H: -3.668975 -3.351444 -7.004836
H: -2.082329 -2.732327 -7.477827
O: -3.113312 -0.405881 -2.673171
C: -3.858642 -0.128859 -3.556335
O: -4.119482 -0.909138 -4.626035
C: -5.231173 -0.342587 -5.333909
C: -5.172932 1.111274 -4.914431
O: -4.566125 1.021840 -3.618456
H: -5.114066 -0.480575 -6.402795
H: -6.144361 -0.840150 -5.002562
H: -4.529355 1.707254 -5.562696
H: -6.148715 1.583431 -4.851700

Atoms 1-6, force components in eV/Å:
1.65 0.66 0.16
-0.96 -0.09 -0.44
-0.36 -0.41 0.36
-0.32 0.06 -0.17
0.10 -0.32 0.65
0.07 0.11 -0.32

Results
gap between HOMO and LUMO = 7.6 eV
E_LUMO = 0.10 eV
SMILES string = C#CCCCc1c(CCCF)c(CCC(N)=O)c(CCCS(=O)(=O)O)c2c1Sc1c(cc([C@H](F)CC)c(COC(C)=O)c1S)N2.O=C1OCCO1.O=C1OCCO1.O=C1OCCO1.O=C1OCCO1.O=C1OCCO1.O=C1OCCO1.O=C1OCCO1.O=C1OCCO1.O=C1OCCO1
total charge = 0

=====

This record from the Open Molecules 2025 dataset describes an isolated molecule of C8H8O3. The level of theory is the ωB97M-V functional and the def2-TZVPD basis.

Cartesian coordinates (Å):
C: -2.148821 -0.057658 -1.385262
C: -0.991477 0.392270 -0.844404
C: -0.067511 -0.790754 0.105898
C: 0.826894 -0.428632 1.012746
C: 1.093788 0.976071 1.145328
C: 0.574225 1.970171 0.400471
C: -0.157800 1.650662 -0.904218
O: 0.864129 1.554812 -1.996213
O: 1.224015 -1.484788 1.764131
C: 0.481910 -2.559549 1.293924
O: -0.388125 -2.123869 0.310202
H: -2.692273 0.667846 -1.991024
H: -2.520432 -0.966110 -1.089873
H: 1.755482 1.281628 1.923597
H: 0.752155 2.992263 0.577641
H: -1.028039 2.418543 -1.175975
H: 1.253649 0.702978 -2.138785
H: 1.196108 -3.248935 0.830940
H: -0.027878 -2.946951 2.160876

Atoms 1-6, force components in eV/Å:
2.59 3.97 0.36
2.05 -4.78 2.10
-2.69 1.96 -1.72
-0.80 1.26 -1.87
0.53 1.14 0.66
-0.64 -2.07 -1.23

Results
gap between HOMO and LUMO = 7.9 eV
E_LUMO = 0.28 eV
SMILES string = C=C1C2=C(C=C[C@H]1O)OCO2
total charge = 0

=====

This record from the Open Molecules 2025 dataset describes a 2-piece molecular cluster, C6H12 overall. The level of theory is the ωB97M-V functional and the def2-TZVPD basis.

Cartesian coordinates (Å):
C: -2.193803 0.905048 -0.554924
C: -0.754682 0.671587 -1.141696
C: 0.040014 -0.212247 -0.204178
C: -0.023925 -1.601963 -0.314017
C: 0.919722 0.459972 0.688259
C: 1.987854 -0.276758 1.509739
H: -2.714169 -0.068207 -0.468013
H: -2.858347 1.577460 -1.221703
H: -2.100445 1.320493 0.463681
H: -0.904536 0.155038 -2.164107
H: -0.262928 1.614508 -1.253448
H: -0.612479 -2.054587 -1.050910
H: 0.404147 -2.188674 0.492550
H: 0.536788 1.424378 1.134423
H: 1.852809 -0.096453 -0.990082
H: 1.752167 -0.277854 2.617827
H: 3.015512 0.208006 1.437646
H: 2.040400 -1.287939 1.103035

Atoms 1-6, force components in eV/Å:
-0.35 0.22 -0.77
-1.91 -1.34 -0.77
-1.29 -3.95 -1.83
-0.20 2.91 2.16
2.88 -0.13 0.04
0.06 0.94 0.59

Results
gap between HOMO and LUMO = 6.4 eV
E_LUMO = -0.84 eV
total charge = 0

=====

This record from the Open Molecules 2025 dataset describes C12H38B2Co2N2O4 as an isolated structure. The level of theory is the ωB97M-V functional and the def2-TZVPD basis.

Cartesian coordinates (Å):
Co: -1.847399 0.361553 0.547621
Co: 1.295121 -0.772577 -0.436999
B: -3.239129 1.061453 0.117271
H: -3.216939 0.805393 1.165211
H: -4.156909 1.553413 -0.165409
H: -2.440579 1.781373 0.026331
H: -2.977839 0.248953 -0.542889
B: -0.332359 0.303433 -0.198629
H: -0.466829 -0.073497 0.803411
H: -0.756039 -0.487077 -0.798479
H: -0.885539 1.217593 -0.348889
H: 0.716661 0.479743 -0.379509
C: -2.880899 -2.215607 -1.206799
O: -2.273599 -1.560687 -0.008789
C: -2.331879 -2.378227 1.195131
C: -1.478369 -1.618697 2.168131
N: -1.864469 -0.200667 2.284121
C: -0.811219 0.500953 3.094831
C: -1.309879 1.971463 2.993241
O: -1.232799 2.264123 1.608821
C: -0.181119 2.952863 1.191211
H: -2.196059 -2.976677 -1.580789
H: -3.042919 -1.518727 -2.029109
H: -3.706199 -2.897157 -1.000679
H: -2.069699 -3.433397 1.117771
H: -3.343839 -2.349817 1.599151
H: -0.418129 -1.726037 1.939081
H: -1.533359 -2.049517 3.167871
H: -2.712709 -0.218427 2.832101
H: 0.222511 0.405313 2.762631
H: -0.811899 0.164493 4.131611
H: -0.476919 2.416283 3.537681
H: -2.293179 2.229273 3.386631
H: -0.288259 3.307883 0.166241
H: 0.810061 2.520213 1.327131
H: -0.163989 3.848883 1.811661
C: -0.217609 0.028203 -3.039029
O: 0.831631 -0.431367 -2.154419
C: 1.684591 -1.310057 -2.985319
C: 3.080931 -1.639777 -2.312549
N: 2.878571 -1.762647 -0.919939
C: 3.925091 -0.965307 -0.309369
C: 3.581981 0.505943 -0.320309
O: 2.233011 0.909223 -0.179679
C: 2.050251 2.276713 -0.100899
H: 0.209951 0.517163 -3.914369
H: -1.052909 0.557803 -2.580869
H: -0.773829 -0.849557 -3.368039
H: 1.980921 -0.894137 -3.948289
H: 1.173711 -2.267117 -3.090849
H: 3.704141 -0.783817 -2.571489
H: 3.489991 -2.586127 -2.666349
H: 3.023541 -2.760167 -0.856429
H: 4.852421 -1.243237 -0.810299
H: 3.966861 -1.428007 0.676661
H: 3.935041 1.041233 -1.201729
H: 4.156681 0.955283 0.489581
H: 2.652731 2.718093 0.693011
H: 1.012351 2.538753 0.104491
H: 2.316561 2.955073 -0.911459

Atoms 1-6, force components in eV/Å:
-3.43 -1.63 4.53
0.82 -4.42 2.25
-9.92 5.42 -3.51
-1.81 -0.69 3.87
-3.23 1.28 -0.87
1.97 4.03 -1.03

Results
multiplicity = 7
gap between HOMO and LUMO (alpha / beta) = 7.8 / 6.1 eV
E_LUMO (alpha / beta) = -5.78 / -7.09 eV
total charge = +2
⟨S²⟩ = 12.023

=====

This record from the Open Molecules 2025 dataset describes C25H26BrIIrNO10P as an isolated structure. The level of theory is the ωB97M-V functional and the def2-TZVPD basis.

Cartesian coordinates (Å):
Ir: 0.034660 -0.381803 0.411842
O: -1.715406 -3.154974 2.914373
C: -1.319180 -2.192646 2.131131
O: -0.185564 -2.155171 1.635580
C: -2.324872 -1.127372 1.854786
C: -3.628608 -1.019321 2.296850
C: -4.367178 0.082793 1.863021
C: -3.809059 1.018541 0.998836
C: -2.494653 0.842084 0.595788
N: -1.813232 -0.196569 1.049449
C: -1.701980 1.690153 -0.399397
O: -2.251221 2.619154 -0.947355
O: -0.470212 1.303852 -0.613018
H: -1.003505 -3.805240 3.047603
H: -4.054988 -1.764473 2.953335
H: -5.389022 0.200842 2.196281
H: -4.368216 1.868728 0.633588
C: 6.435145 -2.342925 -1.215378
O: 5.494302 -3.295907 -1.709906
C: 4.197023 -3.036152 -1.603996
C: 3.341972 -4.040971 -2.136917
C: 2.007899 -3.852542 -2.094827
C: 1.403358 -2.684699 -1.512765
C: 0.025283 -2.484219 -1.697896
C: -0.785619 -3.415861 -2.560656
O: -0.656884 -1.508627 -1.217410
C: 2.284796 -1.709267 -0.925933
O: 1.904833 -0.613747 -0.333783
C: 3.673609 -1.901887 -1.020274
H: 7.413752 -2.760377 -1.425186
H: 6.315043 -2.207970 -0.139702
H: 6.322532 -1.388501 -1.731042
H: 3.787960 -4.923927 -2.571025
H: 1.372507 -4.616177 -2.518729
H: -0.402320 -3.443638 -3.580793
H: -1.822390 -3.088643 -2.567965
H: -0.750049 -4.433682 -2.171929
H: 4.300538 -1.136314 -0.589570
C: 2.743558 0.523039 3.930225
O: 2.028274 0.014276 2.780932
P: 0.865352 0.827278 2.094214
O: 1.418279 2.255517 1.728757
C: 2.377485 2.446851 0.656782
O: -0.220652 1.171788 3.191826
C: -0.245403 2.351811 4.032661
H: 3.620658 -0.104297 4.046819
H: 2.114036 0.445102 4.815043
H: 3.045891 1.556806 3.767455
H: 2.453351 3.519269 0.514765
H: 2.022272 1.964911 -0.250672
H: 3.340543 2.034783 0.952169
H: -1.247133 2.404166 4.446400
H: -0.030344 3.237421 3.441911
H: 0.480203 2.250545 4.836825
Br: -2.796172 -0.413736 -6.867110
C: -3.033497 1.263936 -6.117907
C: -3.551271 2.280255 -6.897829
C: -3.735283 3.537631 -6.345987
C: -3.405900 3.812278 -4.997832
C: -2.895743 2.827526 -4.204615
C: -2.695337 1.530214 -4.744164
I: -1.896415 0.143291 -3.519201
H: -3.808913 2.088868 -7.929560
H: -4.140144 4.328308 -6.964433
H: -3.557348 4.806602 -4.601472
H: -2.628425 3.013014 -3.170970

Atoms 1-6, force components in eV/Å:
0.15 0.02 -0.01
-0.03 0.00 0.02
0.05 -0.01 -0.02
-0.05 0.03 0.01
-0.01 0.01 0.01
0.01 -0.01 0.01

Results
multiplicity = 2
gap between HOMO and LUMO (alpha / beta) = 6.8 / 3.6 eV
E_LUMO (alpha / beta) = -6.05 / -9.27 eV
total charge = +2
⟨S²⟩ = 0.768

=====

This record from the Open Molecules 2025 dataset describes an isolated ion of composition C4H11ClN2 and charge +2. The level of theory is the ωB97M-V functional and the def2-TZVPD basis.

Cartesian coordinates (Å):
C: -0.508513 -0.014736 -0.893049
C: -1.341508 0.322291 0.357447
C: 0.649512 1.007273 -0.666662
C: 0.661544 0.977712 0.840580
N: -1.881959 -0.689287 1.260946
N: 2.076443 0.653204 -1.048697
Cl: 1.023782 2.394841 1.735861
H: -0.289920 -1.027603 -1.073746
H: -1.183034 0.111233 -1.791656
H: -1.937768 1.166797 0.368542
H: 0.333509 2.004434 -0.951927
H: 0.853397 0.015395 1.260798
H: -2.865223 -1.017096 0.847672
H: -2.046824 -0.262533 2.205356
H: -1.107986 -1.392600 1.277274
H: 2.154917 0.010862 -1.838841
H: 2.355887 0.294648 -0.117031
H: 2.605480 1.535137 -1.297919

Atoms 1-6, force components in eV/Å:
-2.24 1.42 -1.19
4.73 0.73 0.63
-1.09 -0.67 0.85
-4.43 0.27 0.00
-1.04 -0.43 -0.93
-0.25 1.67 -0.18

Results
gap between HOMO and LUMO = 9.3 eV
E_LUMO = -8.19 eV
total charge = +2

=====

- What is the total charge in the third record?
  0

=====

- Number 4 is which compound?
  C12H38B2Co2N2O4